[1]
Formula: C12H24O6S3
Source: the OMol25 dataset
Level of theory: the ωB97M-V functional and the def2-TZVPD basis

Each line ends with the Mulliken charge.
Cartesian coordinates (Å):
C  -1.448  -2.441  0.296  -0.797
C  -1.664  -1.607  1.563  0.647
C  -2.832  -0.613  1.426  -1.088
S  -2.495  0.146  -0.298  0.833
O  -1.405  1.144  -0.149  -0.516
O  -3.719  0.274  -1.033  -0.778
C  -1.636  -1.494  -0.891  -0.524
H  -2.023  -3.365  0.231  0.411
H  -0.432  -2.835  0.321  0.231
H  -0.802  -1.023  1.885  -1.090
H  -2.065  -2.235  2.359  0.723
H  -2.761  0.122  2.227  0.422
H  -3.801  -1.111  1.455  0.454
H  -0.689  -1.232  -1.364  0.202
H  -2.335  -1.952  -1.591  0.679
C  1.021  0.174  2.464  -1.171
C  0.947  -1.335  2.885  -0.647
C  1.599  -2.020  1.638  -0.561
S  1.732  -0.975  0.189  1.175
O  0.818  -1.378  -0.867  -0.730
O  3.148  -0.596  0.029  -0.766
C  0.862  0.440  0.895  0.880
H  2.007  0.536  2.755  0.462
H  0.300  0.829  2.954  0.400
H  -0.067  -1.664  3.112  0.362
H  1.546  -1.542  3.772  0.464
H  0.865  -2.747  1.290  0.235
H  2.528  -2.587  1.708  0.591
H  -0.189  0.317  0.633  -0.401
H  1.019  1.472  0.579  -0.290
C  0.778  0.748  -1.545  1.733
C  0.620  1.021  -3.009  -1.135
C  1.070  2.476  -3.320  -0.855
S  1.068  3.489  -1.663  1.209
O  0.150  4.590  -1.539  -0.692
O  2.452  3.666  -1.250  -0.695
C  0.375  2.019  -0.782  0.061
H  1.787  0.458  -1.253  0.462
H  0.246  -0.155  -1.245  -2.032
H  -0.399  0.727  -3.261  0.246
H  1.300  0.351  -3.535  0.371
H  0.264  3.063  -3.761  0.430
H  2.073  2.536  -3.743  0.430
H  -0.700  2.196  -0.740  0.462
H  0.886  2.114  0.176  0.195

Output
2S+1: 1
calculated total energy: -57611.1047 eV
frontier orbital gap: 9.07 eV
relative energy (zero: lowest compared OMol25 entry of this formula, charge and spin): 10.873 eV
strongest force on any atom: 8.2 eV/Å

---

[2]
Formula: C5H8O
Source: the OMol25 dataset
Level of theory: the ωB97M-V functional and the def2-TZVPD basis

Each line ends with the Mulliken charge.
Cartesian coordinates (Å):
C  1.547  0.671  -0.252  -1.492
C  0.168  0.084  -0.028  1.746
C  -0.228  -1.111  -0.929  -1.453
C  -1.088  0.886  -0.206  -0.705
C  -1.345  0.400  1.192  -0.252
O  -0.091  -0.268  1.355  -0.483
H  1.673  1.572  0.358  0.328
H  2.328  -0.041  0.038  0.356
H  1.684  0.945  -1.302  0.358
H  0.125  -2.034  -0.463  0.360
H  0.193  -0.993  -1.928  0.349
H  -1.321  -1.194  -1.030  0.359
H  -2.223  -0.229  1.387  0.263
H  -1.420  1.312  1.808  0.266

Output
2S+1: 1
calculated total energy: -7357.6509 eV
frontier orbital gap: 9.10 eV
relative energy (zero: lowest compared OMol25 entry of this formula, charge and spin): 4.604 eV
strongest force on any atom: 0.4 eV/Å

---

[3]
Formula: C28H46Br3FIN2O11S
Source: the OMol25 dataset
Level of theory: the ωB97M-V functional and the def2-TZVPD basis

Each line ends with the Mulliken charge.
Cartesian coordinates (Å):
C  -0.456  -3.956  -1.527  -1.373
C  -0.955  -3.054  -0.336  0.528
C  0.103  -1.978  -0.044  -1.335
C  -0.081  -1.013  1.182  4.153
C  1.331  -1.122  1.852  -2.869
O  2.299  -0.605  0.960  0.042
C  3.420  -1.451  0.767  -0.151
C  4.403  -0.653  -0.118  -0.932
O  3.920  -0.489  -1.429  -0.131
C  4.572  -1.290  -2.407  -0.291
C  4.959  -0.496  -3.677  -0.986
C  -1.227  -1.359  2.154  -1.126
C  -0.961  -1.182  3.672  -0.915
C  -0.454  -2.500  4.339  -1.590
N  -2.608  -0.979  1.674  0.780
N  -3.534  -1.662  2.526  -0.639
C  -2.876  0.438  1.348  2.121
C  -2.746  1.353  2.632  -1.382
C  -3.840  1.289  3.703  -0.341
O  -4.504  2.222  3.922  -0.447
O  -3.977  0.229  4.572  -0.475
C  -4.251  0.830  0.735  -1.107
Br  -4.897  2.673  0.892  -0.009
C  -5.124  0.051  0.081  0.163
C  -4.964  -1.438  -0.163  -0.811
Br  -6.783  0.715  -0.647  -0.120
C  -1.760  0.836  0.269  1.080
Br  -2.137  -0.087  -1.473  -0.020
C  -1.766  2.344  -0.182  -0.560
C  -2.311  2.686  -1.596  -0.751
O  -3.401  2.853  -1.906  -0.340
I  -0.811  2.991  -3.168  0.053
C  -0.301  0.507  0.741  -0.864
C  0.295  1.556  1.713  -2.424
C  1.573  2.269  1.148  -0.468
C  1.680  3.618  1.925  -1.487
S  3.025  4.668  1.309  1.310
O  3.833  5.119  2.379  -0.636
O  3.766  3.914  0.354  -0.561
O  2.283  5.946  0.625  -0.467
H  -1.329  -4.241  -2.121  0.429
H  0.082  -4.832  -1.155  0.330
H  0.202  -3.322  -2.136  0.329
H  -1.070  -3.726  0.536  0.318
H  -1.962  -2.712  -0.617  -0.467
H  0.193  -1.352  -0.946  0.484
H  1.059  -2.517  -0.034  0.224
H  1.537  -2.195  2.002  0.851
H  1.436  -0.619  2.821  0.377
H  3.898  -1.727  1.721  0.421
H  3.181  -2.361  0.183  0.160
H  4.459  0.357  0.327  0.238
H  5.412  -1.082  -0.039  0.503
H  5.470  -1.814  -2.050  0.334
H  3.857  -2.073  -2.721  0.202
H  4.597  -1.019  -4.573  0.171
H  6.046  -0.398  -3.798  0.399
H  4.519  0.509  -3.699  0.232
H  -1.281  -2.462  2.124  0.541
H  -1.867  -0.928  4.238  0.313
H  -0.287  -0.346  3.901  0.481
H  -1.361  -3.036  4.655  0.385
H  0.155  -3.114  3.670  0.290
H  0.055  -2.232  5.272  0.428
H  -2.648  -1.509  0.785  -0.002
H  -3.702  -2.587  2.137  0.310
H  -4.430  -1.187  2.556  0.358
H  -1.796  1.190  3.164  0.644
H  -2.692  2.407  2.359  0.859
H  -4.915  0.008  4.662  0.376
H  -4.033  -1.770  -0.633  0.015
H  -5.182  -2.033  0.732  0.209
H  -5.744  -1.758  -0.868  0.546
H  -2.214  3.068  0.506  0.349
H  -0.714  2.652  -0.283  0.306
H  0.290  0.593  -0.185  0.897
H  0.567  1.197  2.712  0.699
H  -0.394  2.390  1.924  0.683
H  2.489  1.729  1.395  0.333
H  1.517  2.422  0.064  0.493
H  1.938  3.353  2.958  0.400
H  0.742  4.190  1.893  0.575
H  1.392  5.620  0.409  0.367
C  1.536  1.108  -6.844  -0.465
C  2.673  0.168  -6.539  0.313
O  2.286  -0.394  -5.297  -0.170
C  0.922  -0.379  -5.277  0.560
O  0.256  -1.004  -4.518  -0.517
O  0.425  0.438  -6.240  -0.286
F  3.837  0.836  -6.374  -0.279
H  1.670  2.085  -6.376  0.263
H  1.378  1.246  -7.911  0.292
H  2.810  -0.628  -7.273  0.277

Output
2S+1: 1
calculated total energy: -287053.9521 eV
frontier orbital gap: 9.02 eV
total charge: +1
relative energy (zero: lowest compared OMol25 entry of this formula, charge and spin): 1.088 eV
strongest force on any atom: 3.1 eV/Å

---

[4]
Formula: C11H15N
Source: the OMol25 dataset
Level of theory: the ωB97M-V functional and the def2-TZVPD basis

Each line ends with the Mulliken charge.
Cartesian coordinates (Å):
C  3.509  -0.020  -2.057  -1.357
C  3.009  -0.772  -0.863  0.471
C  3.460  -1.956  -0.388  -0.656
N  2.607  -2.444  0.584  -0.147
C  1.640  -1.487  0.818  -0.236
C  0.483  -1.584  1.593  -0.822
C  -0.396  -0.512  1.505  -0.266
C  -0.136  0.625  0.738  -0.541
C  0.980  0.667  -0.074  -0.609
C  1.863  -0.419  -0.074  1.061
H  2.688  0.322  -2.676  0.352
H  4.101  -0.668  -2.700  0.370
H  4.194  0.786  -1.805  0.291
H  4.211  -2.598  -0.820  0.401
H  2.964  -3.077  1.282  0.267
H  0.368  -2.356  2.344  0.324
H  -1.200  -0.481  2.235  0.350
H  -0.767  1.494  0.839  0.359
H  1.307  1.542  -0.617  0.371
C  -4.200  1.382  0.733  -0.538
C  -4.563  1.843  -0.670  -0.898
H  -3.190  1.748  0.941  0.027
H  -4.852  1.784  1.501  0.329
H  -4.125  0.299  0.834  0.257
H  -5.339  1.254  -1.154  0.284
H  -3.708  1.758  -1.340  0.276
H  -4.907  2.873  -0.709  0.281

Output
2S+1: 1
calculated total energy: -13140.3534 eV
frontier orbital gap: 8.84 eV
SMILES: Cc1c[nH]c2ccccc12.CC
relative energy (zero: lowest compared OMol25 entry of this formula, charge and spin): 0.438 eV
strongest force on any atom: 1.3 eV/Å

---

[5]
Formula: H2N4
Source: the OMol25 dataset
Level of theory: the ωB97M-V functional and the def2-TZVPD basis

Each line ends with the Mulliken charge.
Cartesian coordinates (Å):
N  0.045  -0.520  -0.043  0.089
N  -2.319  0.815  0.024  -0.171
N  -0.595  -1.528  0.021  -0.507
N  -2.548  -0.283  -0.017  0.050
H  1.127  -0.590  0.148  0.258
H  -0.430  0.471  -0.002  0.280

Output
2S+1: 1
calculated total energy: -5990.5519 eV
frontier orbital gap: 9.33 eV
relative energy (zero: lowest compared OMol25 entry of this formula, charge and spin): 1.238 eV
strongest force on any atom: 3.5 eV/Å

---

Please write out number 2 again, unchanged.
Formula: C5H8O
Source: the OMol25 dataset
Level of theory: the ωB97M-V functional and the def2-TZVPD basis

Each line ends with the Mulliken charge.
Cartesian coordinates (Å):
C  1.547  0.671  -0.252  -1.492
C  0.168  0.084  -0.028  1.746
C  -0.228  -1.111  -0.929  -1.453
C  -1.088  0.886  -0.206  -0.705
C  -1.345  0.400  1.192  -0.252
O  -0.091  -0.268  1.355  -0.483
H  1.673  1.572  0.358  0.328
H  2.328  -0.041  0.038  0.356
H  1.684  0.945  -1.302  0.358
H  0.125  -2.034  -0.463  0.360
H  0.193  -0.993  -1.928  0.349
H  -1.321  -1.194  -1.030  0.359
H  -2.223  -0.229  1.387  0.263
H  -1.420  1.312  1.808  0.266

Output
2S+1: 1
calculated total energy: -7357.6509 eV
frontier orbital gap: 9.10 eV
relative energy (zero: lowest compared OMol25 entry of this formula, charge and spin): 4.604 eV
strongest force on any atom: 0.4 eV/Å

---

Which formula does entry 4 have?
C11H15N